This record from the OMol25 dataset describes the ion C26H46ClN2O5P2 with charge +1 in a non-equilibrium geometry. The level of theory is ωB97M-V/def2-TZVPD.

Properties
* total charge: +1
* SMILES: CCCO[C@@]1(P(C)CC)C[C@H](P(C)O)[N@@+](O)(c2ccccc2)[C@@H](CCC(N)=O)[C@]1(COC)C[C@H](C)Cl
* multiplicity: 1
* DFT total energy: -2646.53705 hartree
* HOMO level: -10.4330 eV

Geometry as XYZ:
```
82
Properties=species:S:1:pos:R:3:forces:R:3:mulliken_charge:R:1
C 0.48793 1.09430 4.16827 -0.4795 0.3946 -0.1406 -0.500
C -0.64032 2.06227 3.76931 -0.6631 -1.0667 -0.3837 -0.859
C -0.70545 2.25071 2.23496 0.6956 1.0866 1.7546 -0.083
O -0.73167 0.97249 1.66105 0.7952 -0.2589 -0.5429 0.068
C -1.06302 0.85900 0.27966 -0.4496 0.6329 -0.2319 0.214
P -2.87807 1.45150 0.03827 -1.2054 -0.4149 -0.9710 -0.017
C -3.80116 1.28736 1.64488 1.0800 0.4152 0.1699 -1.310
C -2.89120 3.28668 -0.34398 0.5135 -0.0545 -0.1185 -0.210
C -4.27323 3.90549 -0.09284 0.2565 0.1599 -0.2306 -1.399
C -0.26951 1.74260 -0.71675 -0.4651 -0.3756 0.1606 -2.320
C 1.03084 1.20682 -1.36215 -0.3101 0.4843 -1.0250 -0.458
P 0.92971 1.51999 -3.24328 -0.2879 1.0018 -0.3089 -0.190
C 2.67753 1.65834 -3.86107 -0.6518 -0.3969 -0.0584 -1.057
O 0.32603 0.22731 -4.05710 0.4407 0.1394 0.1748 -0.355
N 1.57340 -0.11513 -0.86526 1.5145 0.1070 0.7470 1.883
O 2.12013 -0.75032 -1.99614 -0.3623 0.0525 -1.0187 -0.596
C 2.75844 0.25751 -0.01474 0.7945 0.2076 0.6083 0.035
C 4.05318 -0.03377 -0.37084 0.1561 -0.9489 -1.4206 -0.719
C 5.11998 0.36498 0.39774 1.0610 0.1882 0.5524 -0.939
C 4.94248 1.09437 1.55233 -0.1651 0.0228 0.1176 -0.912
C 3.64473 1.42073 1.90044 0.5669 0.4239 0.6038 -0.840
C 2.59869 1.01117 1.12181 -2.1011 0.3977 0.2849 0.183
C 0.60394 -1.08245 -0.20239 -0.9902 -2.1254 0.7693 -0.028
C 1.18134 -1.76247 1.05861 0.3711 -0.4370 0.5117 -0.864
C 2.30443 -2.77280 0.71257 -0.1704 0.3672 0.1464 -1.034
C 1.73786 -4.07478 0.14729 -0.7131 -0.9451 -0.3869 0.309
N 2.45924 -4.63935 -0.97806 0.4055 0.7411 0.6005 -0.517
O 0.77914 -4.64370 0.61685 0.9222 0.7380 0.0958 -0.497
C -0.88006 -0.67233 -0.14276 -1.7780 1.9363 0.7508 2.680
C -1.66620 -1.39959 0.96738 0.9105 -1.8347 0.2319 -2.591
O -1.69804 -2.80762 0.70945 -0.3076 0.5800 0.0761 0.074
C -2.90671 -3.35550 1.22359 0.2840 -0.2385 -0.1063 -0.874
C -1.71403 -0.87336 -1.45400 0.3728 -1.0419 -0.3626 -2.652
C -1.35381 -1.97917 -2.46610 -0.2092 0.5405 -1.3002 0.500
C -2.11117 -1.64281 -3.77844 -0.6958 -0.1627 0.8207 -1.512
Cl -1.87182 -3.66030 -2.09258 0.3155 0.0650 0.2706 -0.176
H 0.21598 0.09439 3.81731 0.2876 0.1163 -0.0816 0.084
H 0.60851 1.02032 5.25151 0.1349 0.2052 -0.1495 0.525
H 1.40987 1.43406 3.68221 0.0638 -0.2922 0.3480 -0.179
H -0.62354 3.02097 4.29354 0.2409 -0.0295 -0.2242 0.419
H -1.59832 1.58347 4.02466 0.1511 0.1976 0.2078 0.264
H 0.19899 2.83407 1.97388 -0.1754 -0.2452 -0.4172 0.333
H -1.56904 2.90005 2.05099 -0.0620 -0.4425 -0.5205 0.139
H -3.83719 2.26546 2.13413 -0.1822 -0.2468 0.1332 0.475
H -3.23838 0.60854 2.29395 -0.2253 0.0851 0.0111 0.414
H -4.80747 0.90275 1.48061 0.1511 0.0621 -0.0851 0.360
H -2.70128 3.36024 -1.42258 0.0282 -0.0937 0.1738 0.347
H -2.07456 3.84681 0.12982 -0.3291 0.0467 0.1423 0.338
H -4.29847 4.92716 -0.48794 0.1208 -0.1227 0.1294 0.438
H -5.03465 3.35830 -0.65903 -0.0019 -0.0656 0.3689 0.363
H -4.51425 3.96129 0.97013 -0.1683 -0.1188 -0.1747 0.326
H -0.09464 2.73753 -0.29726 0.1665 -0.2515 0.0875 0.268
H -0.95685 1.94264 -1.54798 0.1361 -0.0826 0.1043 0.971
H 1.78131 1.97569 -1.15289 0.2035 -0.4539 0.0581 0.773
H 3.03894 0.69803 -4.24731 0.1944 0.1347 0.2767 0.311
H 3.34969 2.08146 -3.11104 -0.0349 -0.1470 -0.0848 0.322
H 2.61013 2.35153 -4.70586 0.0988 -0.0557 0.1536 0.396
H 0.98062 -0.21384 -4.61556 -0.0567 -0.1706 0.1971 0.296
H 2.50930 -1.60416 -1.73903 -0.1756 0.0764 0.4492 0.463
H 4.29772 -0.58749 -1.27091 -0.1271 0.0816 0.0759 0.534
H 6.14027 0.11109 0.12715 -0.2434 -0.1120 -0.2852 0.456
H 5.77824 1.40174 2.16971 -0.0429 -0.0299 -0.1201 0.447
H 3.46707 2.01705 2.79026 -0.1271 -0.1047 -0.1251 0.498
H 1.58954 1.29803 1.41940 0.1649 -0.1436 -0.0060 0.264
H 0.57919 -1.96186 -0.85955 0.0635 0.5230 -0.3944 0.330
H 0.45251 -2.44636 1.50979 -0.3835 0.4415 -0.4448 0.691
H 1.45343 -1.08088 1.86650 0.1334 0.0323 -0.2628 0.534
H 3.08748 -2.37562 0.06238 -0.0306 -0.1753 0.0992 0.164
H 2.79685 -3.05494 1.65294 0.0434 0.0241 -0.1968 0.595
H 2.58487 -5.63209 -0.81357 -0.3333 -0.0501 -0.2716 0.336
H 1.93632 -4.48759 -1.83487 -0.0291 -0.2222 0.0122 0.255
H -1.17317 -1.32091 1.94400 -0.3680 0.6353 -0.0835 0.001
H -2.70787 -1.07085 1.01338 0.2795 0.5253 -0.1140 1.262
H -3.09416 -2.99606 2.24633 -0.0197 -0.0875 -0.1547 0.327
H -3.74688 -3.08545 0.56691 0.0556 -0.0707 0.1880 0.304
H -2.78592 -4.44010 1.24713 -0.0754 0.1431 -0.0524 0.213
H -2.74987 -1.06227 -1.16086 0.1542 0.0643 0.0092 0.806
H -1.78981 0.02525 -2.07415 0.3406 0.0404 0.2998 0.699
H -0.28731 -2.02399 -2.70829 -0.1038 -0.0089 0.2687 0.235
H -1.91058 -2.37211 -4.56387 0.1923 0.2499 0.0024 0.404
H -1.96926 -0.60592 -4.08441 0.3081 -0.2513 -0.1887 0.346
H -3.17694 -1.74350 -3.52771 0.1313 0.0092 -0.1994 0.412
```
Forces are in eV/Å.